DFT (ωB97M-V/def2-TZVPD) results for a structure of composition C5H13Ba3O5.

Structure (XYZ):
```
26
C5H13Ba3O5, DFT ωB97M-V/def2-TZVPD
Ba -0.59 1.81 4.22
Ba -1.30 -3.08 3.43
Ba 3.01 -1.19 4.52
O 1.24 -0.31 0.45
C 0.75 -0.81 1.59
O 0.98 -0.19 2.70
O -0.07 -1.73 1.48
H 0.87 -0.99 -0.19
C -0.20 3.53 -0.36
C 0.66 3.32 0.89
O 0.10 2.29 1.76
H -1.26 3.72 -0.16
H -0.16 2.69 -1.06
H 0.31 4.35 -0.86
H 0.75 4.22 1.49
H 1.67 3.01 0.64
H 0.34 1.48 1.28
C -1.54 -1.96 -2.57
C -0.22 -2.65 -2.73
O 0.41 -2.92 -1.44
H -2.22 -2.61 -2.01
H -1.98 -1.88 -3.57
H -1.54 -0.96 -2.12
H 0.48 -2.01 -3.26
H -0.34 -3.62 -3.21
H -0.15 -3.50 -0.91
```

* F_max: 0.050 hartree/bohr
* total charge: +5
* multiplicity: 1
* HOMO energy: -21.49 eV
* calculated total energy: -17657.03500 eV



DFT (ωB97M-V/def2-TZVPD) results for a structure of composition C16H26O5.

Structure (XYZ):
```
47
C16H26O5, DFT ωB97M-V/def2-TZVPD
O -4.93 -0.37 -1.38
C -4.23 0.51 -0.91
O -4.53 1.90 -1.09
H -5.40 1.86 -1.68
C -3.20 0.12 -0.16
C -2.81 -1.02 0.25
C -1.67 -1.34 1.25
C -1.49 0.00 1.93
H -2.36 -0.03 2.65
H -0.51 -0.10 2.61
C -1.60 1.51 1.32
O -0.53 1.53 0.38
C -0.28 2.50 -0.29
C 1.08 2.82 -0.82
C 2.19 2.75 0.04
H 2.10 3.67 0.85
C 3.60 2.46 -0.46
H 3.65 3.34 -1.20
O 3.82 1.50 -1.24
H 3.54 0.73 -0.42
H 4.31 2.75 0.15
H 1.94 2.04 1.03
H 1.10 3.74 -1.43
H 1.11 1.90 -1.31
H -1.11 2.96 -1.16
H -0.32 3.52 0.55
O -2.74 1.26 0.57
H -1.54 2.32 1.98
H -1.87 -2.14 1.79
C -0.30 -1.54 0.29
C -0.50 -2.74 -0.54
C 0.66 -3.20 -1.50
C 2.01 -3.15 -0.54
C 2.13 -1.97 0.11
C 0.93 -1.59 1.03
H 0.93 -2.07 1.86
H 1.15 -0.54 1.31
H 3.07 -1.83 1.00
H 2.23 -1.02 -0.61
H 2.72 -3.27 -1.10
H 2.00 -4.06 0.36
H 0.40 -4.07 -1.62
H 0.68 -2.46 -2.13
H -0.67 -3.78 0.29
H -1.51 -2.78 -1.18
H -0.09 -0.78 -0.55
H -3.16 -1.85 -0.28
```

* F_max: 0.303 hartree/bohr
* multiplicity: 1
* HOMO energy: -9.20 eV
* calculated total energy: -27236.18648 eV



DFT (ωB97M-V/def2-TZVPD) results for a structure of composition C11H17BBrF4GeN2V.

Structure (XYZ):
```
38
C11H17BBrF4GeN2V, DFT ωB97M-V/def2-TZVPD
V -0.32 0.58 -0.31
C 4.31 -0.01 -0.24
C 2.87 0.18 -0.22
N 1.73 0.32 -0.21
H 4.57 -0.70 -1.03
H 4.63 -0.41 0.72
H 4.79 0.95 -0.42
Br 0.13 3.08 4.96
C -0.09 3.26 3.10
C -0.22 4.51 2.51
C -0.38 4.58 1.14
C -0.41 3.41 0.40
N -0.28 2.21 0.98
C -0.12 2.13 2.31
H -0.20 5.40 3.12
H -0.48 5.53 0.64
H -0.56 3.42 -0.67
H -0.01 1.14 2.73
F -2.14 1.84 -3.37
B -1.91 0.87 -2.49
F -2.14 1.30 -1.10
F -2.42 -0.35 -2.70
F -0.36 0.68 -2.30
C 0.28 -2.50 -2.14
Ge -0.74 -2.67 -0.49
C 0.19 -3.82 0.79
C -2.57 -3.24 -0.81
C -0.82 -0.93 0.49
H 0.32 -3.49 -2.61
H 1.31 -2.20 -1.94
H -0.17 -1.81 -2.84
H 0.42 -4.78 0.33
H -0.43 -4.00 1.67
H 1.13 -3.37 1.11
H -2.56 -4.10 -1.49
H -3.16 -2.45 -1.28
H -3.06 -3.55 0.11
H -1.14 -1.00 1.53
```

* F_max: 0.010 hartree/bohr
* total charge: +1
* multiplicity: 2
* HOMO energy (spin up / spin down): -12.84 / -12.23 eV
* calculated total energy: -178455.12919 eV



Q: Look up the multiplicity of the second one.
A: 1



Q: Which formula does entry 3 have?
A: C11H17BBrF4GeN2V